No. 1
Molecular formula: C41H37N5NiO3PS
Method: DFT, ωB97M-V with the def2-TZVPD basis set

Last column: Mulliken charge in e.
CARTESIAN COORDINATES (ANGSTROEM)
Ni -1.06722 -0.74228 1.19321  -0.02
C -2.05598 4.96691 1.03136  -0.66
C -3.31825 4.44274 0.74183  -0.63
C -3.49328 3.07917 0.64336  -0.27
C -2.39084 2.23540 0.81491  -0.25
C -1.13615 2.74646 1.10396  0.60
C -0.97960 4.12080 1.22131  -0.66
N -2.49609 0.80304 0.71848  1.20
N -3.63543 0.40257 0.46753  -0.48
C -3.79179 -1.02530 0.46677  0.02
C -5.04830 -1.48548 0.16618  -0.39
C -5.28389 -2.85540 0.22257  -0.44
C -4.24721 -3.68858 0.58635  -1.15
C -3.00586 -3.13054 0.86369  0.12
N -2.77637 -1.82156 0.79510  0.41
H -1.92716 6.03835 1.12225  0.43
H -4.16524 5.10265 0.61018  0.43
H -4.46956 2.66315 0.44110  0.46
H -0.29666 2.09133 1.28295  -0.04
H -0.00833 4.51118 1.48170  0.56
H -5.81689 -0.76893 -0.08803  0.54
H -6.26395 -3.25474 -0.00244  0.42
H -4.37982 -4.75814 0.66688  0.50
H -2.17094 -3.75658 1.15066  0.33
O 1.80803 1.70285 2.09883  -0.75
C 1.36803 0.58253 2.27148  0.19
O 0.09082 0.31415 2.29830  -0.74
C 2.31012 -0.56656 2.55123  0.36
C 3.52861 -0.23747 3.13812  -0.52
C 4.41651 -1.22059 3.54108  -0.74
C 4.09875 -2.55892 3.35368  -0.66
C 2.90541 -2.89925 2.74075  -0.77
C 2.00648 -1.91553 2.32304  0.09
P 0.51391 -2.46564 1.43757  2.06
C -0.03095 -3.89335 2.43313  -0.12
C 0.14088 -5.21714 2.04009  0.33
C -0.28123 -6.24964 2.87251  -0.75
C -0.87057 -5.96346 4.09480  -0.54
C -1.04630 -4.64210 4.49065  -0.81
C -0.63191 -3.61243 3.66192  -0.60
C 1.09295 -3.18406 -0.13241  0.84
C 2.43935 -3.31830 -0.45840  -0.66
C 2.81107 -3.84880 -1.68772  -0.74
C 1.84508 -4.24404 -2.60131  -0.64
C 0.50004 -4.10290 -2.28767  -0.78
C 0.12940 -3.56871 -1.06424  -0.11
H 3.75019 0.81116 3.28453  0.52
H 5.35104 -0.94581 4.01351  0.42
H 4.77886 -3.33562 3.67924  0.44
H 2.67448 -3.94580 2.57804  0.49
H 0.60386 -5.44636 1.08789  0.42
H -0.14166 -7.27832 2.56504  0.45
H -1.18985 -6.76884 4.74372  0.41
H -1.50168 -4.41695 5.44639  0.45
H -0.76427 -2.58154 3.97717  0.40
H 3.20488 -2.99513 0.23403  0.41
H 3.86099 -3.95009 -1.93029  0.43
H 2.13860 -4.65305 -3.55959  0.40
H -0.25926 -4.39867 -3.00001  0.44
H -0.92464 -3.43830 -0.84678  0.21
C -2.90406 2.69465 -3.00080  -0.80
C -1.74309 3.66689 -3.22133  -0.79
C -0.38530 2.98920 -3.33571  -0.19
N -0.14249 2.18781 -2.12663  0.79
C 0.74991 1.21616 -1.96001  -0.54
S 0.49155 -0.11857 -0.95587  0.19
N 1.90698 1.21419 -2.68481  0.08
C 2.70861 2.20709 -3.31080  0.25
O 3.43342 1.84533 -4.19939  -0.57
C 2.71846 3.59723 -2.78099  -0.12
C 2.96306 4.62090 -3.69097  -0.34
C 3.02933 5.93148 -3.25308  -0.60
C 2.88571 6.21360 -1.89996  -0.42
C 2.68920 5.18608 -0.98758  -0.79
C 2.59314 3.87044 -1.42338  0.08
H -3.85423 3.16029 -3.26138  0.38
H -2.98930 2.37633 -1.95911  -0.02
H -2.79315 1.80020 -3.61999  0.30
H -1.70489 4.40825 -2.41810  0.31
H -1.90318 4.21710 -4.14917  0.45
H 0.39060 3.74018 -3.45212  0.02
H -0.36213 2.33415 -4.21074  0.33
H -0.94282 2.06590 -1.52482  -0.48
H 2.31726 0.29402 -2.77509  0.23
H 3.09776 4.37368 -4.73641  0.45
H 3.21145 6.73014 -3.95981  0.42
H 2.94252 7.23810 -1.55442  0.41
H 2.62715 5.41154 0.06810  0.47
H 2.46736 3.06406 -0.70573  0.66

The total energy is -4331.8033 Eh. The calculation puts the LUMO energy (spin up / spin down) at -4.066 / -4.074 eV. The highest occupied orbital energy (spin up / spin down) comes out at -10.81 / -11.18 eV. The gap between HOMO and LUMO (spin up / spin down) comes out at 6.745 / 7.108 eV. As for the charge: +1. The value obtained for the energy above the lowest of the compared OMol25 structures with the same formula, charge and spin is 25.13 kcal per mole. For the strongest force on any atom, the calculation gives 0.953 eV Å⁻¹. Its expectation value of S² is 2.008. Its spin multiplicity is 3.

No. 2
Molecular formula: C41H37N6P2Tc
Method: DFT, ωB97M-V with the def2-TZVPD basis set

Last column: Mulliken charge in e.
CARTESIAN COORDINATES (ANGSTROEM)
Tc -0.01682 -0.23175 -0.16540  0.13
C 0.74355 -1.07414 -2.94908  -1.22
P -0.04452 0.50096 -2.39857  1.82
C -1.61984 0.68935 -3.21841  0.39
C -2.39245 1.79786 -2.86969  -0.43
C -3.62146 1.99333 -3.47363  -0.69
C -4.08048 1.08886 -4.42339  -0.70
C -3.30984 -0.00985 -4.77633  -0.73
C -2.07569 -0.21323 -4.17859  -0.40
C 0.99316 1.91169 -2.76045  0.39
C 1.02237 2.42327 -4.05946  -0.49
C 1.82937 3.50959 -4.35233  -0.79
C 2.59523 4.09497 -3.35139  -0.53
C 2.55959 3.59687 -2.05573  -0.79
C 1.76180 2.50317 -1.75904  -0.20
C -0.08542 -2.12732 -2.28788  -0.35
C -0.62882 -3.29218 -2.67075  -0.67
C -1.64259 -3.65274 -1.68357  -0.63
C -1.69060 -2.69439 -0.73913  -0.28
C -2.72410 -2.39515 0.28205  -1.23
P -3.96072 -1.20698 -0.47650  0.33
C -5.39543 -1.41654 0.61866  0.41
C -5.35351 -1.16355 1.99216  -0.08
C -6.47718 -1.37064 2.77123  -0.71
C -7.65344 -1.83059 2.18632  -0.47
C -7.70501 -2.08034 0.82506  -0.61
C -6.57734 -1.87352 0.04019  -0.36
C -3.36146 0.42733 0.10815  0.61
C -4.25545 1.50485 0.08009  -1.03
C -3.83663 2.78885 0.37201  -0.70
C -2.51104 3.05451 0.71237  -1.20
C -1.61936 2.00626 0.80980  0.35
C -2.05214 0.71179 0.50832  0.62
N -0.67786 -1.74291 -1.04129  1.02
H 1.79071 -1.03500 -2.62687  0.45
H 0.76304 -1.18491 -4.03431  0.53
H -2.03173 2.50790 -2.13220  0.54
H -4.22094 2.85446 -3.20990  0.51
H -5.04027 1.24636 -4.89668  0.46
H -3.66672 -0.70601 -5.52282  0.48
H -1.48549 -1.07326 -4.46363  0.30
H 0.40218 1.98640 -4.83362  0.45
H 1.85235 3.90861 -5.35707  0.44
H 3.21405 4.95175 -3.58150  0.42
H 3.14381 4.07048 -1.27830  0.44
H 1.73002 2.12112 -0.74236  0.25
H -0.41888 -3.83532 -3.57874  0.58
H -2.29194 -4.51142 -1.74468  0.54
H -2.30460 -2.06192 1.23681  0.41
H -3.28777 -3.30020 0.50845  0.74
H -4.44320 -0.79393 2.45278  0.29
H -6.44384 -1.17312 3.83431  0.42
H -8.53138 -1.99021 2.79768  0.41
H -8.62056 -2.43436 0.37133  0.42
H -6.61718 -2.06756 -1.02493  0.39
H -5.29311 1.32440 -0.17497  0.55
H -4.54897 3.60253 0.33618  0.50
H -2.19574 4.06473 0.93305  0.46
H -0.59930 2.20585 1.13088  0.10
H -1.52267 -0.24874 0.82756  0.25
C 2.78811 -2.04056 0.61245  -1.02
C 2.45684 -0.93054 1.54722  0.64
N 1.46222 -0.05874 1.39026  0.26
C 1.44928 0.75177 2.52168  -1.12
C 2.43020 0.35973 3.35701  -0.62
N 3.07199 -0.69992 2.72989  0.16
C 4.04710 -1.56939 3.37800  -1.21
N 5.14738 -0.83330 3.97797  0.60
N 4.93552 -0.35623 5.28377  -0.21
N 5.96615 0.22537 5.69489  -0.50
C 6.93555 0.16732 4.70534  0.39
C 8.23605 0.62681 4.71810  -0.61
C 9.00231 0.37940 3.55960  -0.53
C 8.46503 -0.30651 2.44628  -0.48
C 7.16024 -0.77107 2.43036  -0.52
C 6.38784 -0.51984 3.58631  1.20
H 2.28159 -1.89511 -0.34174  -0.16
H 2.45876 -3.00224 1.01084  0.37
H 3.85629 -2.09800 0.40396  0.37
H 0.72186 1.53040 2.66448  0.57
H 2.71538 0.70806 4.33514  0.56
H 4.43667 -2.29734 2.67130  0.69
H 3.57050 -2.09562 4.20502  0.19
H 8.65125 1.14089 5.57586  0.49
H 10.03020 0.71630 3.52680  0.43
H 9.10046 -0.47826 1.58779  0.45
H 6.76752 -1.30970 1.57918  0.46

The total energy is -2675.5548 Eh. The calculation puts the LUMO energy (spin up / spin down) at -8.717 / -12.675 eV. The highest occupied orbital energy (spin up / spin down) comes out at -14.71 / -14.71 eV. The gap between HOMO and LUMO (spin up / spin down) comes out at 5.992 / 2.033 eV. As for the charge: +3. For the strongest force on any atom, the calculation gives 3.696 eV Å⁻¹. Its expectation value of S² is 0.772. Its spin multiplicity is 2.

No. 3
Molecular formula: C41H38BrN7O3Se2Sn
Method: DFT, ωB97M-V with the def2-TZVPD basis set

Last column: Mulliken charge in e.
CARTESIAN COORDINATES (ANGSTROEM)
Sn 0.04176 1.59226 0.63315  0.59
C -3.19747 -3.08906 3.47635  -1.68
C -1.83277 -2.68457 2.98349  1.24
C -1.35132 -3.08903 1.73900  -1.11
C -0.12899 -2.66787 1.25339  0.64
C 0.70448 -1.79660 1.98577  -0.89
N 1.81657 -1.19668 1.47280  0.23
C 2.75324 -1.88704 0.83785  0.49
C 3.00160 -3.28779 0.98336  -0.41
C 4.04144 -3.92901 0.34469  -1.07
C 4.91934 -3.26555 -0.51432  0.79
C 6.04458 -3.97558 -1.21777  -1.79
C 4.70245 -1.89990 -0.67687  0.18
C 3.67987 -1.23208 -0.03356  -0.68
N 3.53192 0.16747 -0.29822  1.17
C 3.00540 0.71560 -1.41364  -0.16
C 3.06948 2.08286 -1.26732  -0.48
C 3.65904 2.25860 -0.00151  -0.52
N 3.94036 1.09998 0.57598  -1.03
C 0.21033 -1.41996 3.25116  -0.38
C -1.01885 -1.84396 3.72865  -0.33
N 0.96710 -0.51385 4.05492  1.15
C 0.68091 0.78857 4.26108  -0.52
C 1.69071 1.30232 5.04285  -0.91
C 2.55201 0.21009 5.24918  -0.38
N 2.11080 -0.88527 4.64916  -1.10
H -3.58791 -3.92681 2.89532  0.38
H -3.91556 -2.26816 3.38914  0.24
H -3.17388 -3.39238 4.52643  0.40
H -1.97483 -3.71967 1.11074  0.22
H 0.16015 -2.91177 0.23789  0.19
H 2.35156 -3.85031 1.64234  0.41
H 4.17418 -4.99692 0.51157  0.23
H 5.81567 -5.03654 -1.35487  0.38
H 6.99139 -3.92100 -0.66811  0.39
H 6.22406 -3.54831 -2.20893  0.34
H 5.34597 -1.32028 -1.33396  0.34
H 2.62914 0.09557 -2.20848  0.27
H 2.70827 2.83246 -1.95139  0.37
H 3.87797 3.17841 0.51819  0.46
H -1.33630 -1.49227 4.70598  0.38
H -0.20382 1.24195 3.84034  0.82
H 1.79081 2.31850 5.38329  0.39
H 3.47835 0.17445 5.80176  0.41
Br -7.11968 0.37875 -1.45886  -0.24
C -5.34875 0.28176 -0.75034  -0.33
C -5.13729 0.49446 0.61133  -0.73
C -3.85822 0.42894 1.11418  -0.07
C -2.73721 0.15803 0.28801  -0.94
O -1.55301 0.16963 0.79525  0.07
C -2.98882 -0.09878 -1.08960  1.13
C -1.94115 -0.38672 -2.06550  -0.78
N -0.72085 -0.62382 -1.81107  0.41
C 0.17280 -0.72383 -2.87430  -0.45
C 0.30068 0.29676 -3.79005  -0.15
C 1.30661 0.26494 -4.77786  -0.95
C 2.18030 -0.78124 -4.85278  -0.94
C 2.07291 -1.85386 -3.93342  1.82
C 2.96685 -2.95035 -3.93652  -1.07
C 2.83323 -3.92797 -2.99939  -0.41
C 1.77444 -3.82724 -2.06750  -0.52
N 0.91603 -2.84661 -2.04455  -0.33
C 1.06384 -1.84110 -2.94399  0.11
C -4.29363 -0.01487 -1.58275  -0.67
H -5.97083 0.73346 1.25935  0.38
H -3.65565 0.63001 2.15869  0.67
H -2.29342 -0.39943 -3.10910  0.29
H -0.33447 1.16726 -3.68219  0.54
H 1.39466 1.09898 -5.46385  0.35
H 2.97297 -0.80084 -5.59221  0.36
H 3.76478 -2.97831 -4.67104  0.36
H 3.52323 -4.75929 -2.94043  0.43
H 1.65809 -4.59133 -1.30529  0.43
H -4.46773 -0.18313 -2.63942  0.49
O -5.46541 3.94106 0.09510  -0.53
C -4.52929 4.98280 -0.13011  -1.27
C -3.04450 4.59453 0.03735  2.28
C -2.27303 5.84715 -0.41530  -1.13
O -0.98295 6.00527 0.12292  -0.54
C -2.84564 4.27084 1.52398  -1.68
Se -1.22271 3.39413 2.23975  -0.40
C -2.79776 3.40943 -0.90231  -0.36
Se -0.95282 3.02028 -1.46924  -0.42
H -5.15909 3.14283 -0.35274  0.38
H -4.77812 5.76318 0.59437  0.52
H -4.66663 5.40291 -1.13844  0.34
H -2.82980 6.73820 -0.10100  0.43
H -2.24459 5.84963 -1.51594  0.24
H -0.52085 5.15835 0.01609  0.26
H -3.68555 3.65290 1.84004  0.51
H -2.89866 5.21130 2.07732  0.54
H -3.33238 3.59259 -1.83982  0.57
H -3.20013 2.49747 -0.46367  -0.70

The total energy is -9785.4708 Eh. The calculation puts the LUMO energy at 3.804 eV. The highest occupied orbital energy comes out at -1.23 eV. The gap between HOMO and LUMO comes out at 5.030 eV. As for the charge: -2. The value obtained for the energy above the lowest of the compared OMol25 structures with the same formula, charge and spin is 0.22 kcal per mole. For the strongest force on any atom, the calculation gives 0.124 eV Å⁻¹. Its spin multiplicity is 1.